[1]
{"formula": "C45H38AsCl2F3N4O5Y", "method": "the ωB97M-V functional and the def2-TZVPD basis", "orbital_gap_ev": 5.730, "e_tot_ha": -5827.096873, "molar_mass_g_mol": 1006.5, "de_lowest_kj_mol": 155.7, "charge": -1, "homo_ev": -4.25, "multiplicity": 1, "elements": ["Y", "As", "Cl", "Cl", "F", "F", "F", "O", "O", "O", "O", "O", "N", "N", "N", "N", "C", "C", "C", "C", "C", "C", "C", "C", "C", "C", "C", "C", "C", "C", "C", "C", "C", "C", "C", "C", "C", "C", "C", "C", "C", "C", "C", "C", "C", "C", "C", "C", "C", "C", "C", "C", "C", "C", "C", "C", "C", "C", "C", "C", "C", "H", "H", "H", "H", "H", "H", "H", "H", "H", "H", "H", "H", "H", "H", "H", "H", "H", "H", "H", "H", "H", "H", "H", "H", "H", "H", "H", "H", "H", "H", "H", "H", "H", "H", "H", "H", "H", "H"], "xyz": [[1.0929, 0.6627, 1.8669], [-0.6511, -1.1025, -0.9059], [-5.2475, 1.2298, 6.1736], [-3.0879, -1.8410, 2.3230], [3.9958, -1.0871, 2.7343], [2.3043, -2.4462, 2.3073], [3.4826, -1.5220, 0.7054], [-0.8875, -0.1242, 2.6680], [0.4381, -4.5610, 3.6505], [4.8690, 2.3212, 0.9019], [0.1873, 2.3552, 3.1696], [4.9850, 2.1054, 3.6665], [3.1210, 1.7042, 2.3113], [0.4935, 0.2763, -0.5133], [1.9334, 0.4663, 4.3300], [1.3653, 2.5624, 0.5820], [-0.7440, 2.4472, 3.9791], [3.6679, 1.8699, -1.9275], [0.9315, -2.9405, -2.2990], [1.2598, -0.0299, 5.3836], [-5.1735, 0.2368, -1.8479], [2.8280, -1.1856, 1.9095], [-2.8174, 0.8394, -1.5438], [1.4114, -4.9312, -5.5002], [-4.7946, -1.1072, -1.8104], [-4.1552, 1.1767, -1.7002], [-4.0810, -0.1626, 4.2346], [3.7529, 1.0133, 5.8185], [3.2387, 3.1248, -1.1637], [-3.0583, -0.4741, 3.3895], [-1.8476, 1.5524, 4.1054], [3.3672, 1.7241, -3.3731], [0.6549, 3.4882, 0.1003], [0.0009, -3.5297, 3.5290], [1.3683, 0.6908, -1.4785], [3.1656, 0.9532, 4.5693], [-6.5999, 0.6670, -2.0318], [-0.0893, -2.0148, -2.6403], [-1.7735, 1.9336, -1.3720], [1.1380, 0.8364, -2.8104], [0.8803, -3.8730, -4.5333], [-3.4627, -1.4896, -1.6104], [2.7598, 1.0120, -0.9717], [3.8824, 1.6115, 3.4282], [3.6987, 2.1102, 1.1446], [-0.0661, -2.9426, -4.8822], [2.1669, 3.9914, -1.7308], [-3.1665, -2.9590, -1.5218], [2.6912, 2.2642, -0.0057], [-0.5810, -2.0168, -3.9632], [1.6597, -2.8784, -0.9943], [-3.9971, 0.9537, 5.0352], [1.3975, -3.8379, -3.2511], [0.9937, 4.2042, -1.1501], [2.1994, 1.1730, -3.7535], [-2.4722, -0.5009, -1.4697], [3.0038, 0.6130, 6.8924], [-1.6234, -1.0859, -4.5286], [-1.8767, 0.3337, 3.3257], [1.7137, 0.0682, 6.6773], [-2.9298, 1.8145, 4.9529], [0.9164, -5.8918, -5.3347], [-4.1133, -3.4916, -1.5971], [2.4172, 4.4716, -2.6991], [-7.2468, 0.3269, -1.2095], [-0.9527, 1.8805, -2.1132], [-2.6904, -3.2120, -0.5731], [-5.5819, -1.8500, -1.8871], [-6.7135, 1.7798, -2.0404], [4.7206, 1.7243, -1.6566], [3.1867, 0.1050, -0.5703], [2.2876, -4.4110, -2.9868], [-0.2770, 3.7345, 0.5704], [4.1392, 1.9581, -4.1023], [-1.7690, -0.2511, -3.8682], [-0.3755, -2.9165, -5.9017], [1.1358, -3.1905, -0.1253], [1.0799, -0.2531, 7.4729], [4.1060, 3.6980, -0.8552], [-2.5459, -3.3097, -2.3532], [-4.4883, 2.2042, -1.6977], [2.0108, 1.0110, -4.8041], [2.5735, -3.5165, -1.0792], [-2.5718, -1.6494, -4.6129], [-1.3436, -0.6742, -5.5106], [0.2294, 4.8591, -1.5979], [-4.9785, -0.7614, 4.2352], [-0.7708, 3.3559, 4.6172], [0.3074, -0.4501, 5.1070], [3.3837, 0.7481, 7.9209], [2.4738, -5.0495, -5.3834], [-2.9266, 2.7278, 5.5831], [-7.0938, 0.2243, -2.9158], [-2.2191, 2.9064, -1.4852], [4.7242, 1.4612, 5.8462], [1.2141, -4.6356, -6.5538], [-1.3240, 1.8674, -0.4099], [1.9896, -1.8764, -0.7711], [0.1697, 0.6027, -3.2384]], "lowdin_charge": [1.466, 1.340, 0.666, 0.716, -0.046, -0.090, -0.070, -0.212, 0.036, 0.103, -0.089, 0.068, 0.029, -0.316, 0.069, 0.003, -0.167, -0.180, -0.282, -0.113, -0.278, -0.414, -0.272, -0.053, -0.022, -0.027, -0.131, 0.000, -0.168, -0.558, -0.134, -0.082, -0.114, 0.000, -0.400, -0.182, -0.072, -0.239, -0.062, -0.078, -0.274, -0.303, -0.082, -0.441, -0.425, -0.036, -0.018, -0.076, -0.262, -0.270, -0.111, -0.712, -0.029, -0.043, -0.083, -0.313, -0.046, -0.055, -0.377, -0.048, -0.071, 0.074, 0.069, 0.127, 0.073, 0.067, 0.056, 0.109, 0.080, 0.148, 0.122, 0.113, 0.110, 0.090, 0.041, 0.103, 0.048, 0.092, 0.145, 0.073, 0.102, 0.092, 0.099, 0.093, 0.085, 0.107, 0.108, 0.139, 0.103, 0.112, 0.061, 0.124, 0.077, 0.069, 0.114, 0.077, 0.033, 0.028, 0.069]}


[2]
{"formula": "C45H38FN9O5SSc", "method": "the ωB97M-V functional and the def2-TZVPD basis", "orbital_gap_ev": [5.934, 5.933], "e_tot_ha": -3865.517139, "molar_mass_g_mol": 880.9, "de_lowest_kj_mol": 55.9, "charge": 1, "homo_ev": [-9.00, -9.00], "multiplicity": 1, "elements": ["Sc", "S", "F", "O", "O", "O", "O", "O", "N", "N", "N", "N", "N", "N", "N", "N", "N", "C", "C", "C", "C", "C", "C", "C", "C", "C", "C", "C", "C", "C", "C", "C", "C", "C", "C", "C", "C", "C", "C", "C", "C", "C", "C", "C", "C", "C", "C", "C", "C", "C", "C", "C", "C", "C", "C", "C", "C", "C", "C", "C", "C", "C", "H", "H", "H", "H", "H", "H", "H", "H", "H", "H", "H", "H", "H", "H", "H", "H", "H", "H", "H", "H", "H", "H", "H", "H", "H", "H", "H", "H", "H", "H", "H", "H", "H", "H", "H", "H", "H", "H"], "xyz": [[-0.5191, -1.0416, -0.1086], [-3.8234, -2.1955, 0.2535], [5.2021, 0.1506, 3.4833], [1.3067, -0.0806, 0.4384], [1.5448, -2.2950, -0.8891], [1.5705, -3.7052, -2.6082], [-0.4606, 2.6258, -2.1833], [-0.7887, 0.8043, -0.9372], [-1.3477, 0.0215, 1.7315], [-0.7450, -1.1750, -2.5602], [3.6268, -5.0626, -1.8141], [-2.7055, -1.4327, -0.7987], [2.8928, 3.6424, -0.0632], [0.4157, -3.4201, 1.7855], [-4.3411, -1.3732, -2.4598], [-0.7771, -3.4918, -0.2649], [-0.0039, -2.2180, 1.7833], [-2.2389, -0.3623, -4.2385], [-3.5198, 1.0836, 1.8506], [-3.0581, -1.2373, -2.0176], [2.9483, 1.4884, 1.0021], [-1.1159, -5.5851, -1.3710], [-1.5905, 2.4599, 1.4890], [-2.1428, 1.1981, 1.6989], [-1.9843, -0.9073, -2.9931], [4.1801, 5.4977, 0.8866], [-1.2856, -4.2174, -1.2590], [-7.4908, -0.4855, 0.1511], [5.2410, 4.5211, 1.3720], [1.7855, 3.2759, -0.7110], [0.1684, -5.5004, 0.6418], [-0.0756, -4.1285, 0.6882], [1.3171, -0.7666, 4.8658], [-0.5252, -0.1656, 2.7555], [-0.3637, -6.2347, -0.4009], [3.5026, 2.7635, 0.8241], [5.1934, 2.2504, 2.4393], [-0.1246, 1.8377, -1.3146], [-3.7799, 3.4555, 1.5413], [3.4879, 4.9662, -0.3602], [0.1082, -0.3620, -4.6363], [4.4025, 4.8625, -1.5733], [4.6488, 3.1502, 1.5529], [2.0556, -3.2178, -1.4834], [-1.1695, -0.0877, -5.0786], [-2.4031, 3.5784, 1.4084], [0.5616, 0.4406, 4.8436], [0.2709, -0.8953, -3.3656], [0.2355, -1.3893, 2.8141], [1.1705, 2.0591, -0.5741], [-5.3003, -1.3751, -0.2515], [4.6294, 0.9864, 2.6020], [1.7512, 1.0856, 0.2749], [-7.6142, -0.1859, -1.1973], [-6.5749, -0.4605, -2.0754], [3.3066, -3.9172, -0.9711], [-5.4265, -1.0678, -1.5983], [-0.3227, 0.7371, 3.8539], [3.5258, 0.5876, 1.9080], [1.1348, -1.6741, 3.8725], [-6.3233, -1.0633, 0.6299], [-4.3332, 2.2054, 1.7681], [-1.3389, 0.3504, -6.0526], [2.6450, 5.6162, -0.5967], [-5.4051, 2.0996, 1.8834], [4.8487, 5.8331, -1.7906], [2.1741, -4.4576, -2.8339], [-6.6622, -0.2103, -3.1262], [3.0794, -0.3861, 2.0540], [3.8409, 4.5411, -2.4507], [4.5787, -5.0470, -2.1499], [-0.2085, -7.3049, -0.4496], [-8.3003, -0.2653, 0.8334], [-6.2115, -1.2891, 1.6830], [-1.9604, 4.5508, 1.2326], [-0.5168, 2.5552, 1.3842], [0.6925, 1.1495, 5.6526], [1.3435, 4.0028, -1.3828], [1.6702, -2.6136, 3.8497], [-3.9392, 0.1054, 2.0386], [0.7346, -5.9540, 1.4432], [-1.5607, -6.1201, -2.1974], [4.1081, -3.1778, -0.9654], [2.0156, -0.9508, 5.6699], [1.2574, -1.0873, -2.9675], [0.9740, -0.1520, -5.2476], [6.0623, 2.5160, 3.0285], [4.6204, 6.4680, 0.6574], [3.1160, -4.1773, 0.0715], [-1.8488, -3.6728, -2.0064], [6.0630, 4.4716, 0.6527], [-8.5200, 0.2709, -1.5716], [-4.5052, -1.2144, -3.4398], [-3.2419, -0.1092, -4.5520], [-4.4141, 4.3296, 1.4728], [5.2051, 4.1436, -1.4056], [-0.8888, 1.6570, 3.8869], [3.4339, 5.6538, 1.6691], [5.6761, 4.8598, 2.3120], [3.4733, -5.9424, -1.3415]], "lowdin_charge": [1.042, 1.025, 0.077, -0.080, 0.024, 0.128, 0.068, -0.113, 0.024, 0.075, 0.022, -0.285, 0.026, 0.105, 0.144, 0.051, -0.020, 0.022, -0.025, -0.345, -0.030, -0.048, -0.040, -0.284, -0.189, -0.129, -0.130, -0.072, -0.125, 0.047, -0.006, -0.332, -0.085, -0.220, -0.050, -0.062, 0.065, -0.577, -0.088, -0.301, -0.011, -0.020, -0.124, -0.507, -0.021, -0.066, -0.058, -0.090, -0.227, -0.029, -0.451, -0.250, -0.250, -0.067, -0.012, -0.129, -0.239, 0.003, 0.085, -0.024, -0.090, -0.075, 0.121, 0.149, 0.102, 0.093, 0.111, 0.117, 0.131, 0.086, 0.093, 0.113, 0.110, 0.114, 0.105, 0.112, 0.110, 0.156, 0.110, 0.082, 0.116, 0.110, 0.139, 0.103, 0.112, 0.117, 0.138, 0.126, 0.131, 0.106, 0.123, 0.110, 0.130, 0.117, 0.102, 0.086, 0.111, 0.131, 0.126, 0.094]}